Record 1
Below is a cluster of 7 separate species, C48H47N7O19S2 in total, with properties calculated with the ωB97M-V functional and the def2-TZVPD basis.

E_HOMO in eV: -9.61
Lowest unoccupied orbital energy in hartree: -0.037
SMILES: CCOCC[C@@H]1OS(=O)(=O)O[C@@]1(c1cccnc1)S(C)(=O)=O.O=[N+]([O-])c1ccccc1.O=[N+]([O-])c1ccccc1.O=[N+]([O-])c1ccccc1.O=[N+]([O-])c1ccccc1.O=[N+]([O-])c1ccccc1.O=[N+]([O-])c1ccccc1
DFT total energy in eV: -121523.3124
Kohn-Sham gap in eV: 8.61
Relative energy (zero: lowest compared OMol25 entry of this formula, charge and spin) in kcal per mole: 0.00

```
! RIJCOSX wB97M-V def2-TZVPD def2/J DEFGRID3
* xyz 0 1
C -1.300 -2.684 0.170
C -0.717 -1.330 -0.226
O 0.540 -1.165 0.428
C 1.554 -0.557 -0.322
C 1.772 0.909 0.098
C 3.120 1.438 -0.397
O 3.867 0.549 -1.253
S 5.425 0.925 -1.225
O 6.078 -0.163 -0.586
O 5.936 1.276 -2.499
O 5.282 2.216 -0.295
C 4.138 1.990 0.591
C 4.638 1.133 1.729
C 4.022 -0.043 2.133
C 4.570 -0.739 3.204
C 5.699 -0.215 3.820
N 6.321 0.902 3.441
C 5.786 1.543 2.415
S 3.592 3.639 1.223
C 4.546 4.904 0.420
O 3.820 3.717 2.640
O 2.208 3.845 0.870
H -0.518 -3.308 0.591
H -2.073 -2.578 0.923
H -1.755 -3.196 -0.675
H -1.405 -0.551 0.090
H -0.624 -1.281 -1.310
H 2.463 -1.132 -0.151
H 1.374 -0.581 -1.397
H 1.645 1.034 1.167
H 1.004 1.486 -0.406
H 2.894 2.292 -1.039
H 3.136 -0.404 1.643
H 4.140 -1.663 3.552
H 6.113 -0.739 4.670
H 6.280 2.451 2.097
H 3.845 5.666 0.107
H 5.238 5.350 1.124
H 5.093 4.527 -0.434
O -4.227 -1.960 1.524
N -4.760 -2.380 0.515
O -4.710 -1.833 -0.566
C -5.511 -3.640 0.614
C -5.608 -4.272 1.839
C -6.330 -5.452 1.934
C -6.939 -5.981 0.803
C -6.826 -5.336 -0.422
C -6.108 -4.155 -0.522
H -5.129 -3.852 2.711
H -6.416 -5.958 2.890
H -7.505 -6.901 0.875
H -7.298 -5.755 -1.300
H -6.017 -3.647 -1.471
O -6.780 -8.179 -2.145
N -6.430 -8.692 -3.189
O -6.916 -9.696 -3.665
C -5.333 -8.043 -3.925
C -4.739 -6.919 -3.382
C -3.694 -6.320 -4.066
C -3.262 -6.847 -5.276
C -3.877 -7.972 -5.808
C -4.922 -8.579 -5.130
H -5.078 -6.514 -2.439
H -3.215 -5.443 -3.653
H -2.443 -6.379 -5.806
H -3.542 -8.379 -6.752
H -5.403 -9.456 -5.536
O 5.687 6.695 -1.484
N 6.305 7.742 -1.562
O 5.831 8.791 -1.937
C 7.724 7.727 -1.175
C 8.300 6.534 -0.777
C 9.641 6.522 -0.432
C 10.383 7.695 -0.486
C 9.785 8.884 -0.880
C 8.445 8.905 -1.229
H 7.718 5.625 -0.739
H 10.108 5.597 -0.125
H 11.432 7.681 -0.220
H 10.364 9.796 -0.918
H 7.974 9.826 -1.538
O -0.344 2.646 -5.373
N 0.118 3.768 -5.359
O -0.513 4.780 -5.582
C 1.551 3.911 -5.052
C 2.305 2.774 -4.827
C 3.657 2.912 -4.558
C 4.233 4.175 -4.512
C 3.457 5.306 -4.731
C 2.104 5.177 -5.005
H 1.850 1.795 -4.863
H 4.265 2.035 -4.382
H 5.290 4.277 -4.304
H 3.905 6.289 -4.691
H 1.495 6.051 -5.179
O -4.216 2.614 -0.884
N -3.094 2.639 -0.428
O -2.320 1.704 -0.442
C -2.631 3.895 0.183
C -3.494 4.973 0.237
C -3.056 6.149 0.824
C -1.770 6.232 1.341
C -0.916 5.139 1.273
C -1.347 3.959 0.691
H -4.491 4.902 -0.170
H -3.719 7.001 0.877
H -1.431 7.152 1.800
H 0.087 5.202 1.669
H -0.686 3.108 0.637
O -6.355 -9.014 5.432
N -6.134 -7.839 5.245
O -5.805 -7.360 4.174
C -6.271 -6.923 6.387
C -6.612 -7.440 7.623
C -6.721 -6.577 8.700
C -6.494 -5.218 8.530
C -6.160 -4.716 7.279
C -6.046 -5.572 6.196
H -6.788 -8.498 7.748
H -6.982 -6.965 9.674
H -6.575 -4.547 9.375
H -5.985 -3.657 7.147
H -5.783 -5.187 5.222
*
```

Löwdin atomic charge list, values in e, 5 entries: atom 1 (C): -0.058, atom 2 (C): -0.236, atom 3 (O): -0.132, atom 4 (C): -0.218, atom 5 (C): -0.080

Record 2
Below is a structure of composition C48H48BrCl3F3N7O7PbS, with properties calculated with the ωB97M-V functional and the def2-TZVPD basis.

E_HOMO in eV: -2.65
Lowest unoccupied orbital energy in hartree: 0.131
DFT total energy in eV: -207171.1390
Kohn-Sham gap in eV: 6.23
Relative energy (zero: lowest compared OMol25 entry of this formula, charge and spin) in kcal per mole: 22.94

```
! RIJCOSX wB97M-V def2-TZVPD def2/J DEFGRID3
* xyz -2 1
Pb -0.516 0.487 -0.740
N -1.208 1.670 -2.811
C -1.973 2.945 -2.792
C -1.280 3.899 -1.765
C -1.609 3.630 -0.296
O -1.659 4.582 0.486
O -1.660 2.370 0.015
H -0.433 1.763 -3.475
H -1.933 0.965 -3.117
H -2.974 2.722 -2.463
H -1.995 3.457 -3.748
H -1.604 4.926 -1.889
H -0.170 3.857 -1.916
F 3.227 -3.831 1.978
C 4.291 -3.071 1.780
F 4.582 -2.488 2.958
F 5.305 -4.010 1.477
C 4.076 -2.116 0.650
C 4.914 -2.276 -0.466
C 4.588 -1.557 -1.622
C 3.563 -0.633 -1.543
N 2.889 -0.369 -0.440
C 3.027 -1.167 0.679
S 1.931 -0.995 1.983
H 5.778 -2.931 -0.421
H 5.182 -1.619 -2.534
H 3.373 0.046 -2.377
Cl -4.616 -2.568 2.563
C -3.249 -1.426 2.248
Cl -1.722 -2.343 2.256
H -3.271 -0.699 3.075
H -3.392 -1.016 1.270
C 1.412 4.628 6.942
C 2.249 4.126 5.735
C 2.932 5.328 5.038
C 3.453 3.341 6.356
C 1.421 3.288 4.748
O 0.366 4.092 4.268
C 0.688 2.096 5.448
C -0.059 1.074 4.532
C -1.555 1.437 4.236
C -1.943 2.132 3.095
C -3.243 2.502 2.816
C -4.251 1.993 3.698
Cl -5.986 2.190 3.382
C -3.918 1.242 4.832
C -2.550 1.018 5.123
C 2.353 2.820 3.572
N 1.969 3.265 2.270
C 1.653 2.535 1.173
N 1.430 3.360 0.178
C 1.544 4.609 0.712
N 1.921 4.600 1.955
H 2.102 5.185 7.563
H 1.017 3.803 7.509
H 0.606 5.256 6.654
H 3.351 5.956 5.841
H 2.242 5.880 4.439
H 3.775 4.938 4.461
H 4.001 3.969 7.113
H 4.103 2.964 5.603
H 3.148 2.458 6.920
H 0.649 4.565 3.445
H 0.014 2.546 6.220
H 1.455 1.498 5.984
H 0.083 0.102 5.041
H 0.466 0.966 3.561
H -1.240 2.426 2.312
H -3.463 3.062 1.894
H -4.640 0.826 5.540
H -2.288 0.434 6.014
H 2.391 1.734 3.576
H 3.382 3.138 3.777
H 1.668 1.401 1.158
H 1.359 5.470 0.178
Br -7.214 -5.592 -1.636
C -6.033 -4.090 -1.560
C -6.477 -2.953 -2.216
C -5.610 -1.870 -2.261
C -4.357 -1.908 -1.647
C -4.002 -3.052 -0.960
C -4.867 -4.133 -0.836
C -3.393 -0.733 -1.744
O -3.553 0.061 -2.682
O -2.540 -0.706 -0.787
H -7.446 -2.991 -2.669
H -5.844 -0.931 -2.774
H -2.992 -3.116 -0.517
H -4.558 -4.995 -0.271
O 0.763 0.988 -4.586
C 0.675 -0.196 -4.279
N 1.105 -1.196 -5.158
C 0.708 -2.501 -4.626
C 0.130 -2.053 -3.279
O -0.410 -2.853 -2.519
N 0.214 -0.733 -3.103
C -0.419 -3.083 -5.488
C -0.369 -4.364 -6.103
C -1.332 -4.825 -6.978
C -2.455 -4.072 -7.275
C -2.535 -2.826 -6.659
C -1.583 -2.352 -5.755
C 1.905 -3.373 -4.438
C 1.994 -4.366 -3.471
C 3.205 -5.009 -3.250
C 4.360 -4.701 -3.984
C 4.318 -3.691 -4.934
C 3.078 -3.084 -5.187
H 1.110 -0.987 -6.158
H 0.523 -4.939 -5.926
H -1.237 -5.781 -7.435
H -3.202 -4.379 -7.970
H -3.327 -2.163 -6.775
H -1.795 -1.384 -5.373
H 1.188 -4.618 -2.847
H 3.261 -5.771 -2.448
H 5.247 -5.318 -3.815
H 5.187 -3.485 -5.539
H 3.055 -2.340 -6.000
*
```

Löwdin atomic charge list, values in e, 5 entries: atom 1 (Pb): 1.455, atom 2 (N): -0.083, atom 3 (C): -0.214, atom 4 (C): -0.121, atom 5 (C): -0.681

Record 3
Below is a structure of composition C48H48GeN6OTi, with properties calculated with the ωB97M-V functional and the def2-TZVPD basis.

E_HOMO in eV: -6.89
Lowest unoccupied orbital energy in hartree: -0.005
DFT total energy in eV: -141175.0903
Kohn-Sham gap in eV: 6.75
Relative energy (zero: lowest compared OMol25 entry of this formula, charge and spin) in kcal per mole: 26.82

```
! RIJCOSX wB97M-V def2-TZVPD def2/J DEFGRID3
* xyz 0 1
Ti -0.280 0.013 1.164
C 1.822 -3.604 -0.206
C 0.590 -3.190 -1.015
C -0.698 -2.917 -0.223
N -0.517 -2.155 1.011
C -0.804 -2.762 2.137
C -1.522 -3.986 2.273
C -1.517 -4.911 3.291
C -0.755 -4.936 4.458
C -0.072 -3.857 4.987
C -0.093 -2.537 4.560
C -0.550 -1.975 3.355
N -0.761 -0.682 3.170
C -0.987 0.121 4.361
C -1.461 1.515 3.974
C -0.246 2.307 3.497
N 0.557 1.444 2.660
C 1.861 1.515 2.728
C 2.546 2.600 3.341
C 3.843 2.709 3.784
C 4.851 1.749 3.788
C 4.796 0.518 3.166
C 3.822 -0.019 2.333
C 2.534 0.432 2.001
N 1.768 -0.145 1.074
C 2.420 -1.114 0.191
C 2.397 -2.549 0.752
H 2.595 -3.883 -0.927
H 1.596 -4.501 0.380
H 0.361 -4.010 -1.699
H 0.826 -2.328 -1.640
H -1.137 -3.889 -0.010
H -1.392 -2.365 -0.860
H -2.197 -4.216 1.458
H -2.160 -5.771 3.138
H -0.753 -5.857 5.027
H 0.465 -4.042 5.911
H 0.358 -1.823 5.239
H -0.078 0.217 4.973
H -1.743 -0.375 4.979
H -1.922 2.018 4.824
H -2.205 1.428 3.185
H 0.322 2.606 4.382
H -0.550 3.225 2.977
H 1.939 3.485 3.483
H 4.100 3.661 4.235
H 5.766 1.997 4.312
H 5.670 -0.109 3.305
H 4.087 -0.984 1.924
H 3.445 -0.795 -0.016
H 1.889 -1.061 -0.752
H 1.821 -2.536 1.674
H 3.408 -2.867 1.023
O -2.044 0.145 0.900
C -3.035 1.007 0.961
C -4.344 0.568 1.196
C -5.386 1.463 1.304
C -5.157 2.829 1.172
C -3.878 3.279 0.917
C -2.807 2.391 0.811
C -1.452 2.840 0.548
N -0.366 2.079 0.447
C 0.700 2.919 0.241
C 0.263 4.201 0.209
N -1.098 4.139 0.401
H -4.501 -0.499 1.294
H -6.390 1.101 1.486
H -5.972 3.533 1.270
H -3.719 4.343 0.789
H 1.698 2.540 0.114
H 0.783 5.126 0.034
H -1.727 4.920 0.396
C -2.070 1.359 -2.224
Ge -0.468 0.167 -1.823
C 1.210 1.077 -2.558
C 1.444 2.440 -2.740
C 2.645 2.921 -3.243
C 3.664 2.040 -3.578
C 3.451 0.678 -3.433
C 2.240 0.215 -2.937
C -0.784 -0.947 -3.561
C -1.034 -2.295 -3.460
C -1.338 -3.119 -4.563
C -1.409 -2.588 -5.812
C -1.194 -1.203 -5.999
C -1.318 -0.640 -7.292
C -1.155 0.697 -7.503
C -0.852 1.531 -6.412
C -0.719 1.011 -5.155
C -0.880 -0.372 -4.882
H -2.411 1.206 -3.243
H -1.898 2.429 -2.078
H -2.887 1.064 -1.566
H 0.656 3.151 -2.522
H 2.786 3.987 -3.385
H 4.602 2.411 -3.972
H 4.227 -0.025 -3.713
H 2.080 -0.859 -2.878
H -1.006 -2.772 -2.489
H -1.518 -4.176 -4.407
H -1.643 -3.206 -6.671
H -1.559 -1.301 -8.118
H -1.262 1.119 -8.494
H -0.728 2.596 -6.568
H -0.494 1.674 -4.345
*
```

Löwdin atomic charge list, values in e, 5 entries: atom 1 (Ti): 1.040, atom 2 (C): -0.171, atom 3 (C): -0.205, atom 4 (C): -0.218, atom 5 (N): -0.017

Record 4
Below is a structure of composition C48H48InN4O4P, with properties calculated with the ωB97M-V functional and the def2-TZVPD basis.

E_HOMO in eV: -6.65
Lowest unoccupied orbital energy in hartree: -0.021
DFT total energy in eV: -79169.0971
Kohn-Sham gap in eV: 6.09
Relative energy (zero: lowest compared OMol25 entry of this formula, charge and spin) in kcal per mole: 20.03

```
! RIJCOSX wB97M-V def2-TZVPD def2/J DEFGRID3
* xyz 0 1
In 0.771 -0.187 0.753
C -3.232 1.360 -5.738
O -3.721 0.031 -5.677
C -4.267 -0.385 -4.508
C -4.854 -1.651 -4.530
C -5.453 -2.149 -3.394
C -5.435 -1.424 -2.202
C -4.868 -0.159 -2.187
C -4.290 0.366 -3.337
N -6.154 -2.029 -1.119
N -5.763 -1.998 0.053
C -4.498 -1.436 0.433
C -4.501 -0.564 1.487
C -3.336 0.047 1.969
C -2.099 -0.226 1.412
O -0.995 0.307 1.835
C -2.084 -1.166 0.327
N -0.868 -1.461 -0.189
C -0.735 -2.416 -1.083
C -1.828 -3.164 -1.534
C -3.073 -2.862 -1.064
C -3.252 -1.817 -0.131
H -2.901 1.513 -6.761
H -2.388 1.503 -5.059
H -4.017 2.082 -5.498
H -4.852 -2.208 -5.457
H -5.950 -3.111 -3.409
H -4.879 0.435 -1.282
H -3.864 1.358 -3.305
H -5.452 -0.335 1.951
H -3.384 0.732 2.805
H 0.264 -2.594 -1.465
H -1.673 -3.965 -2.242
H -3.927 -3.439 -1.388
O 4.833 -0.497 1.096
C 3.776 -0.950 0.720
O 2.841 -0.307 0.096
C 3.460 -2.442 0.953
P 1.748 -2.632 1.530
C 1.362 -4.393 1.286
C 1.199 -5.282 2.344
C 0.936 -6.622 2.095
C 0.838 -7.086 0.792
C 1.009 -6.206 -0.269
C 1.265 -4.868 -0.022
C 1.759 -2.393 3.329
C 2.917 -2.128 4.053
C 2.841 -1.912 5.423
C 1.616 -1.949 6.071
C 0.454 -2.188 5.348
C 0.523 -2.400 3.982
H 4.193 -2.922 1.598
H 3.488 -2.929 -0.026
H 1.278 -4.932 3.365
H 0.813 -7.305 2.925
H 0.632 -8.131 0.601
H 0.943 -6.563 -1.289
H 1.413 -4.193 -0.859
H 3.877 -2.070 3.557
H 3.744 -1.700 5.981
H 1.563 -1.774 7.137
H -0.507 -2.196 5.846
H -0.388 -2.571 3.417
C 3.176 5.941 2.276
C 2.762 4.497 2.405
C 3.009 3.792 3.572
C 2.615 2.460 3.667
C 2.912 1.664 4.908
C 1.981 1.866 2.594
C 1.702 2.538 1.384
C 2.121 3.882 1.337
N 1.021 1.873 0.391
C 0.879 2.380 -0.969
C 0.250 1.260 -1.811
C 0.029 1.680 -3.269
C -0.909 2.888 -3.307
C -0.294 4.027 -2.494
C 1.064 4.409 -3.095
C 2.000 3.195 -3.081
C 1.374 2.060 -3.893
C 2.222 2.731 -1.638
C -0.105 3.569 -1.046
H 3.704 6.280 3.167
H 2.306 6.586 2.133
H 3.834 6.084 1.417
H 3.511 4.270 4.405
H 3.181 2.318 5.737
H 3.747 0.982 4.733
H 2.051 1.064 5.209
H 1.699 0.813 2.718
H 1.946 4.481 0.458
H -0.709 0.976 -1.363
H 0.927 0.390 -1.802
H -0.416 0.843 -3.816
H -1.886 2.620 -2.889
H -1.067 3.208 -4.343
H -0.962 4.893 -2.515
H 1.507 5.228 -2.520
H 0.930 4.770 -4.120
H 2.962 3.471 -3.521
H 2.043 1.194 -3.901
H 1.227 2.369 -4.933
H 2.745 3.506 -1.078
H 2.857 1.841 -1.603
H -1.057 3.249 -0.610
H 0.244 4.405 -0.443
*
```

Löwdin atomic charge list, values in e, 5 entries: atom 1 (In): 0.861, atom 2 (C): -0.066, atom 3 (O): -0.075, atom 4 (C): -0.280, atom 5 (C): 0.004

The lowest E_HOMO belongs to which entry? C48H47N7O19S2